DFT (ωB97M-V/def2-TZVPD) results for a cluster of 9 separate species, C39H102N10O15 in total in a non-equilibrium geometry.

Last column: Löwdin charge in e.
Positions of all 166 atoms, in Å:
C: 3.8699 11.3255 2.7444  -0.13
O: 2.6468 11.6255 2.1279  -0.18
C: 2.6364 11.1826 0.7916  -0.23
C: 1.2213 11.0771 0.2793  -0.20
N: 0.6418 12.3996 0.0018  -0.05
C: -0.7849 12.2772 -0.2974  -0.24
C: -1.4551 13.6185 -0.4110  -0.24
O: -1.2796 14.2831 0.8291  -0.21
C: -1.4740 15.6894 0.7491  -0.10
H: 4.0286 10.2560 2.8997  0.07
H: 3.9105 11.9077 3.6640  0.09
H: 4.7871 11.6661 2.2485  0.07
H: 3.0573 10.1735 0.6839  0.12
H: 3.2301 11.8515 0.1583  0.12
H: 0.6485 10.6431 1.1142  0.12
H: 1.1124 10.4327 -0.5906  0.12
H: 0.6047 12.9170 0.8807  0.10
H: -1.3551 11.6992 0.4502  0.12
H: -0.8862 11.7331 -1.2434  0.12
H: -2.5289 13.5427 -0.6122  0.12
H: -0.9885 14.1231 -1.2687  0.13
H: -1.6689 16.0228 1.7703  0.09
H: -2.3945 15.8742 0.1843  0.09
H: -0.5842 16.1897 0.3620  0.09
C: 1.9649 9.2644 4.6543  -0.11
O: 3.0174 8.4143 4.3210  -0.19
C: 3.1917 7.2527 5.0746  -0.24
C: 4.5603 6.6325 4.8087  -0.18
N: 4.7635 6.3370 3.3762  -0.07
C: 3.8908 5.2861 2.8375  -0.20
C: 3.8548 5.2424 1.3233  -0.21
O: 3.3062 6.4906 0.9251  -0.19
C: 3.6236 6.8694 -0.3797  -0.12
H: 2.2547 10.0166 5.3981  0.09
H: 0.9868 8.8321 4.8902  0.10
H: 1.7067 9.8916 3.7933  0.07
H: 2.4138 6.4801 4.9916  0.12
H: 3.1664 7.5529 6.1400  0.12
H: 4.6647 5.7557 5.4430  0.13
H: 5.2748 7.4487 4.9516  0.09
H: 4.5671 7.1925 2.8617  0.10
H: 2.8658 5.5410 3.1413  0.11
H: 4.1379 4.3424 3.3235  0.12
H: 3.2689 4.3784 1.0063  0.13
H: 4.8423 5.1439 0.8618  0.10
H: 3.5009 6.0802 -1.1398  0.09
H: 4.6595 7.2387 -0.3976  0.08
H: 2.9307 7.6148 -0.7823  0.08
C: 3.7873 14.8314 1.3878  -0.09
O: 4.9105 14.3435 2.1137  -0.23
C: 6.1805 14.7369 1.6340  -0.22
C: 7.2366 13.7213 2.1078  -0.19
N: 7.5958 13.7463 3.5323  -0.04
C: 6.5112 14.1915 4.4605  -0.20
C: 7.1420 14.3148 5.8326  -0.22
O: 7.9538 15.4783 5.7950  -0.20
C: 8.9892 15.5133 6.7531  -0.10
H: 3.7839 15.9134 1.1812  0.09
H: 2.9975 14.5927 2.0947  0.09
H: 3.7556 14.4427 0.3630  0.09
H: 6.4655 15.7113 2.0508  0.12
H: 6.1753 14.7507 0.5384  0.12
H: 8.0963 13.8965 1.4582  0.11
H: 6.8538 12.7151 1.9292  0.09
H: 8.2519 14.4987 3.7591  0.10
H: 5.7849 13.3769 4.4901  0.11
H: 6.0598 15.1597 4.2364  0.12
H: 7.7989 13.4421 5.9624  0.11
H: 6.4301 14.3367 6.6648  0.13
H: 8.7266 14.9066 7.6284  0.08
H: 9.3424 16.5250 6.8937  0.09
H: 9.8150 14.8729 6.4068  0.08
C: 9.1258 10.7203 6.9669  -0.08
O: 9.6901 11.8732 7.6105  -0.21
C: 11.0716 12.0221 7.3118  -0.23
C: 11.7507 12.4406 8.6199  -0.20
N: 11.3777 13.8012 8.9854  -0.06
C: 12.1521 14.2834 10.1274  -0.22
C: 11.4446 15.4198 10.8273  -0.22
O: 10.4362 14.9060 11.6937  -0.19
C: 9.7404 15.9022 12.3856  -0.14
H: 8.0436 10.8034 6.9316  0.08
H: 9.4153 9.8407 7.5467  0.08
H: 9.5660 10.6338 5.9721  0.07
H: 11.1823 12.8180 6.5697  0.10
H: 11.5104 11.0843 6.9565  0.12
H: 12.8348 12.3662 8.5375  0.12
H: 11.2870 11.7591 9.3472  0.13
H: 10.3880 13.8941 9.1745  0.10
H: 13.1060 14.6360 9.7073  0.12
H: 12.5274 13.5126 10.8171  0.12
H: 10.8439 15.9255 10.0488  0.12
H: 12.1004 16.1675 11.2831  0.12
H: 9.1450 16.5537 11.7382  0.09
H: 10.3437 16.5659 13.0239  0.09
H: 9.1477 15.3695 13.1316  0.09
C: 11.6975 11.7879 3.7607  -0.06
O: 10.8937 10.5938 3.7588  -0.19
C: 11.2031 9.7387 2.7062  -0.24
C: 12.4354 8.8418 2.9838  -0.20
N: 12.6139 7.7186 2.0765  -0.06
C: 12.6654 8.1560 0.6690  -0.20
C: 13.0723 6.9964 -0.2197  -0.21
O: 14.3765 6.5295 0.0982  -0.20
C: 15.2062 6.2560 -1.0040  -0.12
H: 11.0984 12.6120 3.3805  0.09
H: 12.5701 11.6381 3.1219  0.08
H: 12.0656 11.8894 4.7756  0.06
H: 11.4503 10.2136 1.7505  0.12
H: 10.3495 9.0675 2.6261  0.10
H: 12.2134 8.4142 3.9709  0.11
H: 13.3675 9.4060 3.1251  0.12
H: 13.4321 7.1614 2.2879  0.11
H: 13.2304 9.0721 0.4678  0.13
H: 11.6077 8.3027 0.4315  0.10
H: 12.9187 7.1655 -1.2905  0.13
H: 12.4071 6.1392 -0.0361  0.12
H: 14.7700 5.5415 -1.7127  0.09
H: 16.0675 5.7497 -0.5737  0.09
H: 15.4767 7.1385 -1.5875  0.09
C: 6.8853 7.7486 7.6856  -0.09
O: 7.9746 7.8018 6.7891  -0.21
C: 8.2857 6.5667 6.2079  -0.23
C: 9.4158 6.5850 5.1817  -0.21
N: 9.6846 5.2227 4.7625  -0.05
C: 10.8977 5.1392 3.9350  -0.19
C: 11.2590 3.7379 3.5625  -0.18
O: 11.6040 2.9974 4.7502  -0.20
C: 12.3769 1.8631 4.5165  -0.14
H: 6.9740 8.6280 8.3228  0.09
H: 6.9453 6.8401 8.2940  0.09
H: 5.9260 7.7988 7.1595  0.07
H: 7.4017 6.2002 5.6632  0.11
H: 8.4625 5.8127 6.9904  0.13
H: 10.3070 7.1626 5.4824  0.12
H: 9.0832 7.2186 4.3464  0.09
H: 9.6999 4.7404 5.6554  0.11
H: 11.6682 5.6176 4.5598  0.12
H: 10.8068 5.7977 3.0758  0.09
H: 12.1690 3.7684 2.9536  0.13
H: 10.4634 3.1161 3.1476  0.11
H: 12.5066 1.3647 5.4796  0.09
H: 13.3399 2.0848 4.0431  0.09
H: 11.8719 1.0840 3.9204  0.09
C: 6.7866 3.0267 2.2610  -0.67
O: 5.7077 2.7256 1.7417  0.00
N: 7.0809 4.2727 2.7301  0.19
N: 7.8189 2.1502 2.2600  0.16
H: 7.9455 4.4848 3.2056  0.07
H: 6.3172 4.9371 2.7406  0.05
H: 8.6568 2.4116 2.7401  0.06
H: 7.6229 1.2049 1.9915  0.10
C: 8.9130 6.2224 0.5263  -0.67
O: 9.5119 5.2313 0.0975  0.00
N: 9.4187 7.1184 1.4268  0.16
N: 7.6683 6.5903 0.0872  0.16
H: 10.4140 7.2198 1.5585  0.04
H: 8.7888 7.8415 1.7642  0.05
H: 7.2366 7.4219 0.4404  0.07
H: 7.1539 5.8333 -0.3341  0.10
C: 7.2927 9.5163 3.4614  -0.10
O: 7.2035 8.3723 2.5964  -0.17
H: 7.4233 10.3911 2.8331  0.08
H: 6.3475 9.6088 4.0110  0.08
H: 8.0620 9.3908 4.2270  0.07
H: 7.0349 7.5693 3.1126  0.06

Lowest unoccupied orbital energy, eV: 0.65
Largest force on an atom, hartree/bohr: 0.0437
SMILES string: COCCNCCOC.COCCNCCOC.COCCNCCOC.COCCNCCOC.COCCNCCOC.COCCNCCOC.NC(N)=O.NC(N)=O.CO
Electronic energy, eV: -87703.0862
HOMO level, eV: -8.66
Multiplicity: 1

---

DFT (ωB97M-V/def2-TZVPD) results for a cluster of 14 separate species, C39H102N9O38P5 in total in a non-equilibrium geometry.

Last column: Löwdin charge in e.
Positions of all 193 atoms, in Å:
C: -4.6436 -4.8321 4.4351  -0.06
C: -3.3679 -4.1797 4.9783  -0.27
O: -3.0504 -2.9608 4.3135  -0.17
P: -3.4601 -1.5740 4.9808  0.40
O: -3.2665 -0.3807 4.1506  -0.22
O: -2.5292 -1.5979 6.2604  -0.17
C: -1.2463 -0.9622 6.2399  -0.26
C: -1.1228 0.0062 7.3931  -0.06
O: -4.9189 -1.8082 5.5367  -0.17
C: -5.9286 -0.8159 5.2815  -0.25
C: -5.9746 0.2065 6.4203  -0.05
H: -5.2285 -5.3088 5.2177  0.08
H: -5.2236 -4.0378 3.9653  0.07
H: -4.4363 -5.5879 3.6765  0.07
H: -3.5259 -3.9863 6.0446  0.11
H: -2.5275 -4.8726 4.9809  0.12
H: -0.4518 -1.7036 6.3136  0.11
H: -1.1505 -0.4116 5.3019  0.10
H: -0.2350 0.6308 7.2878  0.07
H: -2.0357 0.5890 7.4930  0.08
H: -0.9283 -0.5284 8.3276  0.08
H: -5.8516 -0.3660 4.2951  0.09
H: -6.8873 -1.3408 5.2794  0.12
H: -5.5590 -0.2367 7.3237  0.08
H: -5.2993 1.0359 6.1804  0.07
H: -6.9633 0.6188 6.5978  0.08
C: -8.9536 -4.6635 -4.1558  -0.06
C: -7.8101 -4.5549 -3.1535  -0.25
O: -7.8114 -3.2647 -2.5209  -0.17
P: -7.2480 -3.0630 -1.0842  0.35
O: -7.8671 -3.8231 -0.0017  -0.22
O: -5.6902 -3.3951 -1.2771  -0.18
C: -4.9545 -3.9984 -0.2040  -0.28
C: -3.5112 -3.5536 -0.2539  -0.07
O: -7.2971 -1.4935 -1.0144  -0.16
C: -6.4944 -0.7822 -0.0584  -0.23
C: -7.3174 -0.4737 1.1856  -0.05
H: -8.5824 -5.1084 -5.0764  0.07
H: -9.6861 -5.3995 -3.8054  0.07
H: -9.5045 -3.7330 -4.2447  0.08
H: -7.8088 -5.3696 -2.4277  0.12
H: -6.8468 -4.6050 -3.6687  0.12
H: -5.3612 -3.6816 0.7630  0.11
H: -5.0977 -5.0783 -0.2353  0.12
H: -3.0512 -3.7445 -1.2234  0.08
H: -3.3822 -2.5143 0.0482  0.06
H: -2.9692 -4.1443 0.4920  0.07
H: -5.6707 -1.3858 0.3292  0.09
H: -6.0980 0.0698 -0.5979  0.10
H: -7.8263 0.4909 1.1958  0.08
H: -8.1217 -1.2075 1.2925  0.08
H: -6.7491 -0.6187 2.1064  0.06
C: 2.1539 2.1585 -2.8908  -0.05
C: 1.1021 2.2230 -1.7906  -0.24
O: 1.6758 1.8682 -0.5318  -0.15
P: 1.4575 0.4158 0.0018  0.34
O: 1.3138 -0.5887 -1.0586  -0.22
O: 2.7085 0.1618 0.9069  -0.18
C: 3.1805 1.1164 1.8870  -0.24
C: 4.4076 1.8355 1.3562  -0.04
O: 0.2564 0.5777 0.9973  -0.16
C: -0.4973 -0.5494 1.4658  -0.24
C: 0.3438 -1.4411 2.3468  -0.07
H: 2.7102 3.0898 -2.8678  0.07
H: 2.8283 1.3364 -2.6209  0.08
H: 1.7932 1.8290 -3.8632  0.07
H: 0.6180 3.1976 -1.7540  0.12
H: 0.2970 1.5228 -2.0370  0.11
H: 2.3757 1.7908 2.1888  0.11
H: 3.4187 0.5072 2.7644  0.10
H: 4.9859 1.1681 0.7174  0.08
H: 4.0376 2.6232 0.6972  0.08
H: 5.0211 2.2133 2.1664  0.05
H: -1.3357 -0.1411 2.0253  0.09
H: -0.8412 -1.1152 0.5961  0.11
H: -0.2353 -2.1928 2.8895  0.09
H: 1.0047 -2.0125 1.6971  0.04
H: 0.9008 -0.8929 3.1068  0.08
C: 9.3801 -1.6236 -0.6019  -0.05
C: 8.6536 -2.1549 -1.8460  -0.25
O: 8.1096 -1.0394 -2.5856  -0.18
P: 6.7047 -1.1721 -3.2942  0.33
O: 6.3148 0.0570 -3.9748  -0.22
O: 6.7223 -2.4715 -4.1902  -0.18
C: 7.0913 -2.4033 -5.5871  -0.25
C: 8.3158 -3.2386 -5.8009  -0.07
O: 5.7770 -1.5616 -2.0781  -0.17
C: 4.4112 -1.9584 -2.2503  -0.24
C: 4.2651 -3.4653 -2.1148  -0.07
H: 9.6350 -0.5792 -0.7842  0.07
H: 8.6990 -1.5994 0.2493  0.08
H: 10.2530 -2.2318 -0.3883  0.07
H: 9.3687 -2.6414 -2.5095  0.11
H: 7.8740 -2.8504 -1.5391  0.11
H: 6.2358 -2.7810 -6.1485  0.12
H: 7.2103 -1.3705 -5.9156  0.11
H: 9.1207 -2.9620 -5.1166  0.07
H: 8.1274 -4.3014 -5.6443  0.08
H: 8.7286 -3.1325 -6.8065  0.08
H: 3.9068 -1.4603 -1.4217  0.11
H: 3.8425 -1.7054 -3.1495  0.11
H: 4.8216 -4.0342 -2.8608  0.08
H: 4.6190 -3.8138 -1.1392  0.08
H: 3.2169 -3.7481 -2.1939  0.04
C: -3.3605 0.9923 0.2767  -0.05
C: -4.3296 2.1438 0.1337  -0.28
O: -3.5584 3.3450 -0.0372  -0.17
P: -3.6794 4.2963 -1.2804  0.35
O: -2.5731 5.2066 -1.4792  -0.20
O: -5.1092 4.9886 -1.1620  -0.18
C: -6.0024 4.8692 -0.0407  -0.27
C: -6.9775 5.9931 -0.1200  -0.07
O: -3.8809 3.2466 -2.4616  -0.19
C: -4.3975 3.7417 -3.7095  -0.27
C: -3.5582 3.2033 -4.8445  -0.07
H: -2.9603 0.8610 -0.7359  0.10
H: -2.5145 1.2239 0.9131  0.05
H: -3.8543 0.0627 0.5543  0.06
H: -5.1298 2.0590 -0.6020  0.10
H: -4.8911 2.3063 1.0662  0.11
H: -6.5071 3.9002 -0.1180  0.11
H: -5.4164 4.8254 0.8794  0.12
H: -7.4846 5.9306 -1.0876  0.08
H: -7.7999 5.8978 0.5892  0.08
H: -6.4826 6.9578 -0.0481  0.09
H: -5.4388 3.4241 -3.8040  0.12
H: -4.4392 4.8332 -3.7241  0.12
H: -2.4975 3.1513 -4.6129  0.08
H: -3.8747 2.1858 -5.0969  0.07
H: -3.7173 3.7776 -5.7587  0.08
C: 1.9589 1.4833 -8.9856  0.05
N: 1.5420 1.3825 -7.5570  -0.44
O: 2.0903 2.0963 -6.7445  0.06
O: 0.6355 0.6153 -7.3062  0.07
H: 2.5634 2.3851 -9.0383  0.09
H: 1.0799 1.6097 -9.6053  0.10
H: 2.5493 0.6130 -9.2467  0.10
C: 3.4350 -2.8090 3.4419  0.06
N: 3.0053 -1.9659 4.6105  -0.43
O: 3.6914 -1.0158 4.9310  0.06
O: 1.9699 -2.2885 5.1592  0.05
H: 2.5016 -3.2719 3.1387  0.07
H: 4.0666 -3.5844 3.8656  0.11
H: 3.8524 -2.1886 2.6607  0.10
C: 0.6356 -4.0154 -1.0960  0.05
N: 0.7244 -4.1374 0.3780  -0.43
O: -0.2878 -4.4471 0.9790  0.07
O: 1.8199 -4.0557 0.9010  0.05
H: -0.2758 -3.5248 -1.4066  0.08
H: 0.7534 -5.0284 -1.4770  0.12
H: 1.5185 -3.4678 -1.4132  0.06
C: 2.6871 4.8443 -5.1365  0.04
N: 1.4633 5.6682 -4.9542  -0.45
O: 0.7866 5.4227 -3.9750  0.06
O: 1.2195 6.5315 -5.7684  0.06
H: 3.0076 4.8905 -6.1716  0.09
H: 2.2797 3.8360 -5.0737  0.05
H: 3.4161 5.0526 -4.3678  0.10
C: -3.0427 2.6024 3.7331  0.04
N: -1.6490 2.9062 4.1774  -0.43
O: -1.4663 3.0323 5.3743  0.05
O: -0.7808 2.9727 3.3250  0.06
H: -3.6159 3.4753 3.4555  0.10
H: -3.4174 1.9641 4.5293  0.07
H: -2.9909 1.8664 2.9345  0.06
C: 7.4240 2.2224 -1.2576  0.04
N: 6.9509 3.4908 -0.6293  -0.45
O: 5.8598 3.8990 -0.9593  0.05
O: 7.7436 4.0405 0.1079  0.06
H: 7.4019 1.4809 -0.4618  0.10
H: 8.4279 2.3530 -1.6409  0.10
H: 6.7302 1.9469 -2.0457  0.08
C: 0.2136 -1.5524 -4.0871  0.07
N: 0.8713 -2.6976 -4.8267  -0.44
O: 2.0452 -2.8865 -4.5859  0.05
O: 0.1987 -3.3457 -5.5985  0.07
H: -0.4252 -1.0807 -4.8264  0.09
H: 1.0365 -0.9667 -3.7041  0.08
H: -0.4019 -2.0258 -3.3288  0.08
C: 5.8856 4.5900 3.6595  0.04
N: 7.1253 3.8259 3.9583  -0.45
O: 7.5254 3.0272 3.1396  0.06
O: 7.6789 4.0819 5.0100  0.06
H: 5.9732 5.0603 2.6821  0.10
H: 5.7419 5.3247 4.4379  0.10
H: 5.1264 3.8206 3.5867  0.05
C: 2.8244 2.3997 5.5309  0.06
N: 4.1901 1.9761 5.9636  -0.43
O: 5.0851 2.0549 5.1408  0.04
O: 4.3511 1.7675 7.1431  0.08
H: 2.1797 1.5381 5.7008  0.09
H: 2.8565 2.5464 4.4576  0.07
H: 2.5251 3.2783 6.0849  0.10

Lowest unoccupied orbital energy, eV: -0.19
Largest force on an atom, hartree/bohr: 0.0355
Electronic energy, eV: -179746.1017
HOMO level, eV: -10.28
Multiplicity: 1

---

Question: The lowest largest force on an atom belongs to which entry?
Answer: C39H102N9O38P5